No. 1
Here is C8H19IN3 as an isolated structure at a distorted geometry from the OMol25 dataset. Energies are from ωB97M-V with the def2-TZVPD basis set.

Last column: Löwdin charge in e.
Cartesian coordinates (Å):
C: -1.1621 -1.0960 0.5729  -0.554
C: 0.9800 -0.1160 0.3637  -0.329
C: -0.7931 1.4562 -0.3903  -0.181
C: -1.7883 -2.4970 0.5251  -0.066
C: 2.5211 -0.3473 0.3317  0.010
C: -1.2106 2.1128 0.9561  -0.084
C: 0.3551 -1.8965 -1.1876  -0.047
C: 1.4740 2.2416 -0.6146  0.025
N: 0.2336 -1.2863 0.1502  -0.114
N: -1.7895 -0.2303 -0.3726  -0.407
N: 0.5653 1.0282 -0.5410  -0.088
I: -3.7829 0.1907 0.0451  0.929
H: -1.1076 -0.9919 1.6953  0.162
H: 0.8654 0.2780 1.3678  0.157
H: -1.0793 2.0255 -1.2642  0.136
H: -2.2839 -2.6432 -0.4059  0.076
H: -2.4690 -2.5707 1.2758  0.040
H: -1.0617 -3.2228 0.6526  0.068
H: 3.1020 0.5057 0.5270  0.060
H: 2.8615 -0.8547 -0.5079  0.050
H: 2.5453 -1.0841 1.2188  0.141
H: -0.5275 2.8704 1.2237  0.059
H: -1.3294 1.2983 1.6412  0.048
H: -2.1564 2.7278 0.8129  0.091
H: -0.2036 -1.5121 -2.0084  0.077
H: 1.3812 -1.8874 -1.5533  0.083
H: 0.1350 -2.9992 -1.0596  0.116
H: 2.4110 2.0275 -1.1671  0.124
H: 1.0719 3.0653 -1.1304  0.089
H: 1.6374 2.6334 0.4145  0.125
H: 0.6049 0.7741 -1.5714  0.207

Results
F_max in eV/A: 5.02
Multiplicity: 1
Molar mass in g/mol: 284.2
Energy relative to the best compared isomer or geometry (same formula, charge and spin) in kcal/mol: 77.2
E_LUMO in Eh: -0.1229
Electronic energy in eV: -21165.082
Total charge: +1

---

No. 2
Here is C14H27HoI2O3PRuS2 as an isolated structure at a distorted geometry from the OMol25 dataset. Energies are from ωB97M-V with the def2-TZVPD basis set.

Last column: Löwdin spin population.
Cartesian coordinates (Å):
I: -0.1893 -3.6616 -0.4005  1.552
I: -0.3531 -2.7619 -3.0654  1.023
Ho: 0.2926 0.5364 -2.0729  4.069
Ru: 0.3676 0.2715 0.5370  1.087
S: 1.8304 -1.2296 -0.8637  0.419
S: -1.3993 -0.8265 -0.5050  0.512
C: 1.8898 0.3894 1.5896  0.021
C: 3.7299 -1.2683 -1.4543  0.045
C: -3.3173 -0.3170 -0.9535  0.049
C: 3.7754 -1.1523 -2.9741  0.014
C: 4.3439 -0.0797 -0.7600  0.025
C: 4.2654 -2.6205 -0.9810  0.000
C: -3.6348 -0.6495 -2.3975  0.004
C: -3.3605 1.1812 -0.7585  0.028
C: -4.1786 -1.1117 0.0208  0.006
C: 1.9577 2.4165 -1.4931  -0.009
C: -0.3467 2.6327 -0.7165  0.024
O: 2.9605 0.4338 2.0499  0.003
O: 2.4775 3.3002 -0.9348  -0.004
O: -0.1461 3.7097 -0.3003  0.032
H: 3.3692 -0.1944 -3.3298  0.000
H: 3.2643 -1.9952 -3.4712  0.001
H: 4.8458 -1.1833 -3.2029  0.005
H: 3.7768 0.8324 -1.0114  0.002
H: 5.3636 0.0426 -1.1588  0.009
H: 4.4095 -0.1567 0.3427  0.000
H: 4.1577 -2.7989 0.0983  0.000
H: 5.3353 -2.7463 -1.2049  -0.001
H: 3.7586 -3.4337 -1.5335  0.000
H: -4.6545 -0.3211 -2.6194  0.001
H: -3.5561 -1.7130 -2.6269  0.000
H: -2.9785 -0.0981 -3.0663  0.000
H: -4.3079 1.6133 -1.1580  0.009
H: -2.5688 1.7045 -1.3059  0.003
H: -3.2512 1.4899 0.2990  0.000
H: -5.2407 -0.8896 0.0009  0.002
H: -3.8867 -0.9653 1.0530  0.001
H: -4.1372 -2.1783 -0.1617  0.000
C: -0.5153 2.4987 2.6552  0.020
P: -0.9280 0.7364 2.3318  0.031
C: -0.1800 -0.1060 3.7745  0.008
C: -2.6874 0.7430 2.8089  -0.001
H: 0.5537 2.5473 2.9732  0.000
H: -1.1818 2.9068 3.4284  0.004
H: -0.6408 3.0654 1.7258  0.002
H: -0.8254 -0.0077 4.6414  0.001
H: -0.0887 -1.1545 3.4684  0.002
H: 0.8148 0.3257 3.9752  0.000
H: -2.7046 0.8425 3.8994  0.000
H: -3.1567 1.6156 2.3183  0.000
H: -3.1240 -0.2144 2.4903  0.000

Results
F_max in eV/A: 7.00
Multiplicity: 10
Molar mass in g/mol: 858.3
E_LUMO (alpha / beta) in Eh: -0.5371 / -0.6141
<S²>: 24.793
Electronic energy in eV: -96591.493
Total charge: +4

---

No. 3
Here is one molecule with the formula C12H15NO2S at a distorted geometry from the OMol25 dataset. Energies are from ωB97M-V with the def2-TZVPD basis set.

Last column: Löwdin charge in e.
Cartesian coordinates (Å):
C: 4.4422 1.6058 -1.1269  -0.093
C: 3.0985 1.1032 -0.7354  -0.524
C: 2.7317 0.4943 0.4276  -0.255
C: 1.3478 0.1513 0.4262  -0.112
C: 0.7021 0.5122 -0.7491  -0.511
N: -0.6081 0.2974 -1.0060  0.149
C: -1.2800 -0.2813 -0.0811  -0.288
O: -0.7744 -0.6748 1.0980  0.144
C: 0.5603 -0.4953 1.4471  -0.365
O: 0.9095 -0.8853 2.5308  0.127
C: -2.7480 -0.5761 -0.2487  -0.527
C: -3.5116 0.1614 0.8588  -0.028
H: -3.1610 -0.1547 1.8379  0.087
H: -4.5735 -0.0571 0.7801  0.088
H: -3.3707 1.2361 0.7666  0.092
C: -2.9519 -2.0893 -0.1016  -0.029
H: -2.5953 -2.4289 0.8674  0.087
H: -2.4112 -2.6231 -0.8802  0.092
H: -4.0090 -2.3270 -0.1885  0.088
C: -3.2193 -0.1067 -1.6230  -0.052
H: -2.6655 -0.6136 -2.4076  0.084
H: -4.2782 -0.3211 -1.7410  0.087
H: -3.0592 0.9614 -1.7347  0.083
S: 1.7709 1.2736 -1.8626  1.121
C: 3.6523 0.2121 1.5698  -0.022
H: 3.0983 -0.2657 2.3717  0.068
H: 4.4595 -0.4481 1.2556  0.090
H: 4.0917 1.1354 1.9447  0.088
H: 5.1410 1.4953 -0.3028  0.075
H: 4.3893 2.6568 -1.4077  0.078
H: 4.8213 1.0516 -1.9854  0.081

Results
F_max in eV/A: 1.00
SMILES: Cc1sc2nc(C(C)(C)C)oc(=O)c2c1C
Multiplicity: 1
Molar mass in g/mol: 237.3
Energy relative to the best compared isomer or geometry (same formula, charge and spin) in kcal/mol: 0.0
E_LUMO in Eh: 0.0135
Electronic energy in eV: -29108.697